Model a:
C23H32CsN7SSe3Te2 as an isolated structure. Source: OMol25; level of theory: ωB97M-V with the def2-TZVPD basis set.

Atoms and positions in Å:
Cs  -0.1773  -0.8080  1.5245
Se  2.0621  1.1440  4.8786
Se  3.8554  0.9249  3.3332
Te  3.3673  -1.5804  2.9633
Se  4.9951  -2.3168  1.1905
N  -0.2812  -0.6542  -1.5401
C  0.1532  -0.2686  -2.5299
C  0.7138  0.1893  -3.7682
C  1.5272  1.3203  -3.7724
C  2.0864  1.7427  -4.9670
C  1.8365  1.0438  -6.1400
C  1.0262  -0.0840  -6.1283
C  0.4605  -0.5185  -4.9418
H  1.7173  1.8486  -2.8478
H  2.7233  2.6170  -4.9781
H  2.2807  1.3778  -7.0691
H  0.8383  -0.6296  -7.0437
H  -0.1658  -1.3993  -4.9118
Te  -3.2164  -3.0031  2.1051
C  -5.0382  -2.1729  1.4011
C  -5.6298  -1.0715  2.0300
C  -6.8271  -0.5322  1.5800
C  -7.4791  -1.0776  0.4809
C  -6.9088  -2.1721  -0.1566
C  -5.7110  -2.7073  0.2968
H  -5.1361  -0.6341  2.8894
H  -7.2524  0.3235  2.0940
H  -8.4138  -0.6574  0.1278
H  -7.3996  -2.6154  -1.0172
H  -5.2809  -3.5614  -0.2129
C  2.3380  5.2001  4.6456
C  1.9432  5.9974  3.4087
C  2.9756  5.8526  2.2944
C  0.5360  5.6393  2.9158
N  0.4925  4.4468  2.0886
C  0.6071  3.1487  2.3958
N  0.4980  2.4603  1.2851
N  0.3144  3.3620  0.2968
N  0.3104  4.5560  0.7600
H  3.2855  5.5670  5.0474
H  2.4702  4.1341  4.4406
H  1.5843  5.2892  5.4319
H  1.8831  7.0576  3.6852
H  3.1701  4.7990  2.0828
H  3.9218  6.3048  2.5961
H  2.6438  6.3256  1.3676
H  0.1394  6.4294  2.2788
H  -0.1465  5.4997  3.7555
H  0.8621  2.7155  3.3703
C  2.5938  -2.8959  -1.9125
C  2.3198  -4.2092  -1.1925
N  2.0178  -4.0216  0.2135
C  0.9050  -4.3597  0.8611
S  0.8362  -4.4631  2.5368
N  -0.2079  -4.6533  0.1071
C  -0.6696  -3.7265  -0.9362
C  -1.3076  -4.4655  -2.1003
H  2.8531  -3.0837  -2.9575
H  3.4253  -2.3872  -1.4202
H  1.7241  -2.2303  -1.8786
H  3.2256  -4.8215  -1.2424
H  1.5173  -4.7861  -1.6558
H  2.8144  -3.7323  0.7799
H  -0.9574  -4.9030  0.7398
H  0.1775  -3.1256  -1.2844
H  -1.3952  -3.0315  -0.4951
H  -0.5916  -5.1359  -2.5804
H  -1.6812  -3.7575  -2.8429
H  -2.1537  -5.0634  -1.7566

Computed properties:
Total charge = -2
Orbital gap = 0.1481 Eh
E_LUMO = 3.336 eV

Results of the natural (NBO) charge analysis, in e, for atoms 1 through 8:
1. Cs 0.88
2. Se -0.75
3. Se -0.32
4. Te 0.14
5. Se -0.90
6. N -0.33
7. C 0.30
8. C -0.10



Model b:
C23H32CsN7SSe3Te2 as an isolated structure. Source: OMol25; level of theory: ωB97M-V with the def2-TZVPD basis set.

Atoms and positions in Å:
Cs  0.5707  0.4923  -3.1746
Se  0.9577  -0.8280  -6.9320
Se  1.8157  -2.8068  -6.0600
Te  -0.1652  -3.3117  -4.5244
Se  0.5786  -5.1902  -3.0598
N  -2.0453  -0.9860  -2.0847
C  -3.0409  -1.4716  -1.7931
C  -4.2559  -2.1430  -1.3958
C  -5.3404  -1.3972  -0.9466
C  -6.5122  -2.0436  -0.5843
C  -6.5988  -3.4264  -0.6716
C  -5.5116  -4.1652  -1.1154
C  -4.3353  -3.5271  -1.4800
H  -5.2524  -0.3208  -0.8834
H  -7.3586  -1.4654  -0.2363
H  -7.5188  -3.9285  -0.3980
H  -5.5782  -5.2431  -1.1836
H  -3.4786  -4.0886  -1.8317
Te  -0.4412  4.0181  -1.4359
C  -1.1125  5.6554  -2.6116
C  -0.3032  6.2222  -3.6047
C  -0.7445  7.2792  -4.3925
C  -2.0141  7.8145  -4.2099
C  -2.8314  7.2742  -3.2239
C  -2.3859  6.2156  -2.4404
H  0.6900  5.8186  -3.7609
H  -0.0928  7.6869  -5.1574
H  -2.3625  8.6323  -4.8297
H  -3.8264  7.6779  -3.0682
H  -3.0379  5.8045  -1.6781
C  3.4591  -6.4621  -0.8006
C  3.3916  -6.0682  0.6689
C  4.7141  -5.4692  1.1428
C  2.2148  -5.1353  0.9863
N  2.4399  -3.7465  0.6118
C  2.2989  -3.1239  -0.5653
N  2.6448  -1.8674  -0.4043
N  3.0104  -1.7377  0.8948
N  2.8837  -2.8565  1.5165
H  4.2082  -7.2455  -0.9469
H  3.7302  -5.6159  -1.4367
H  2.4999  -6.8292  -1.1696
H  3.2008  -6.9722  1.2591
H  4.9416  -4.5550  0.5915
H  5.5295  -6.1753  0.9690
H  4.6902  -5.2208  2.2066
H  2.0471  -5.1228  2.0618
H  1.3067  -5.4731  0.4864
H  1.9289  -3.6095  -1.4780
C  2.1939  1.7257  5.4804
C  2.3483  2.2350  4.0551
N  1.4984  1.4953  3.1274
C  0.9601  2.0801  2.0016
S  0.9575  1.2818  0.5541
N  0.4577  3.3365  2.1495
C  -0.3477  3.7506  3.2896
C  -0.0755  5.1995  3.6677
H  2.8529  2.2710  6.1601
H  2.4468  0.6652  5.5381
H  1.1632  1.8433  5.8205
H  3.3943  2.1484  3.7427
H  2.0882  3.2872  3.9929
H  1.8347  0.5688  2.8976
H  0.1842  3.7356  1.2524
H  -0.1398  3.0856  4.1249
H  -1.4077  3.6305  3.0427
H  0.9781  5.3426  3.9149
H  -0.6818  5.4932  4.5283
H  -0.3146  5.8618  2.8342

Computed properties:
Total charge = -2
Orbital gap = 0.1561 Eh
E_LUMO = 3.614 eV

Results of the natural (NBO) charge analysis, in e, for atoms 1 through 8:
1. Cs 0.92
2. Se -0.76
3. Se -0.29
4. Te 0.08
5. Se -0.93
6. N -0.30
7. C 0.29
8. C -0.16



The structure with the greatest stability is model a.



Model a:
A single CH4N6O molecule. Source: OMol25; level of theory: ωB97M-V with the def2-TZVPD basis set.

Atoms and positions in Å:
H  0.9957  2.2739  -0.2791
N  0.1506  1.7480  -0.0998
C  0.1799  0.4709  -0.0496
N  -0.9058  -0.3935  -0.0804
N  -2.2483  -0.1930  0.0512
N  -0.5268  -1.7207  -0.1499
N  0.7262  -1.7210  -0.1029
N  1.2084  -0.3901  0.2597
O  2.4847  -0.1699  -0.1419
H  -2.6055  0.3194  -0.7317
H  -2.5062  0.3083  0.8827
H  3.0473  -0.5324  0.4416

Computed properties:
Orbital gap = 0.3596 Eh
SMILES string = [H]/N=c1/n(N)nnn1O
E_LUMO = 0.639 eV

Results of the natural (NBO) charge analysis, in e, for atoms 1 through 8:
1. H 0.38
2. N -0.77
3. C 0.50
4. N -0.13
5. N -0.61
6. N 0.03
7. N -0.06
8. N -0.03



Model b:
A single CH4N6O molecule. Source: OMol25; level of theory: ωB97M-V with the def2-TZVPD basis set.

Atoms and positions in Å:
N  -0.0705  -0.8049  2.2682
N  -1.0077  -0.2324  1.3908
C  -0.5956  -0.0257  0.1890
N  -1.3671  0.5099  -0.8352
N  -0.7025  0.4987  -1.8589
O  0.5832  -0.0288  -1.6759
N  0.7221  -0.2736  -0.3080
N  1.7472  0.5694  0.1993
H  -0.6392  -1.2501  2.9946
H  0.5345  -1.4916  1.8100
H  1.3709  1.3000  0.7742
H  2.3914  -0.0434  0.7007

Computed properties:
Orbital gap = 0.3330 Eh
SMILES string = N/N=c1/nnon1N
E_LUMO = -0.080 eV

Results of the natural (NBO) charge analysis, in e, for atoms 1 through 8:
1. N -0.65
2. N -0.22
3. C 0.35
4. N -0.19
5. N 0.17
6. O -0.21
7. N -0.07
8. N -0.64



The structure with the greatest stability is model a.



Model a:
H4O2P2 as an isolated structure. Source: OMol25; level of theory: ωB97M-V with the def2-TZVPD basis set.

Atoms and positions in Å:
O  -1.3443  -0.6781  0.5543
O  0.2938  0.8619  -0.6861
P  2.2225  0.0636  0.2530
P  -0.8590  0.9852  0.3290
H  -2.2624  -0.8737  0.2998
H  1.2868  -0.9627  0.7784
H  2.4180  -0.8249  -0.8563
H  -1.7554  1.4287  -0.6720

Computed properties:
Orbital gap (spin up / spin down) = 0.2444 / 0.2445 Eh
E_LUMO (spin up / spin down) = -1.581 / -1.580 eV

The molecule's natural (NBO) atomic charges, reported in e, are given here:
1. O -1.03
2. O -1.02
3. P 0.58
4. P 1.13
5. H 0.49
6. H 0.01
7. H -0.03
8. H -0.12



Model b:
A 2-piece molecular cluster, H4O2P2 overall. Source: OMol25; level of theory: ωB97M-V with the def2-TZVPD basis set.

Atoms and positions in Å:
O  -1.1282  -1.3617  -1.2995
O  -0.3224  0.1409  0.5315
P  0.9345  2.3388  -0.1239
P  -0.1497  -1.2313  0.0529
H  -1.1091  -2.1209  -1.7849
H  0.7322  2.7773  1.3259
H  1.8333  1.3842  0.2309
H  -0.7907  -1.9273  1.0671

Computed properties:
Orbital gap (spin up / spin down) = 0.3458 / 0.1998 Eh
E_LUMO (spin up / spin down) = -0.220 / -2.174 eV

The molecule's natural (NBO) atomic charges, reported in e, are given here:
1. O -0.96
2. O -0.96
3. P 0.13
4. P 1.48
5. H 0.49
6. H -0.04
7. H -0.08
8. H -0.07



The structure with the greatest stability is model a.



Model a:
A 2-piece molecular cluster, C2H3N3S overall. Source: OMol25; level of theory: ωB97M-V with the def2-TZVPD basis set.

Atoms and positions in Å:
C  -1.6040  -0.1379  0.7548
C  1.9423  -0.1229  0.1665
N  -1.3501  0.2772  -0.3138
N  1.0127  -0.8762  0.4142
N  -1.4942  0.8088  -1.4005
S  2.8721  1.0872  -0.2191
H  -1.2017  -0.9173  1.3418
H  0.8324  -1.8362  0.5847
H  -1.0095  1.7172  -1.3286

Computed properties:
Orbital gap = 0.3404 Eh
E_LUMO = 0.492 eV

Results of the natural (NBO) charge analysis, in e, for atoms 1 through 8:
1. C -0.05
2. C 0.24
3. N -0.01
4. N -0.70
5. N -0.48
6. S 0.02
7. H 0.20
8. H 0.43



Model b:
A single C2H3N3S molecule. Source: OMol25; level of theory: ωB97M-V with the def2-TZVPD basis set.

Atoms and positions in Å:
H  -0.9101  1.3917  1.9601
N  -0.0510  1.1530  1.4523
C  -0.1809  0.4041  0.4749
C  -1.3774  -0.3945  0.1812
N  -2.2263  -1.1699  -0.0573
N  0.9219  0.0988  -0.3157
S  1.0585  -0.3378  -1.9403
H  1.7675  0.5070  0.0868
H  0.9979  -1.6523  -1.8421

Computed properties:
Orbital gap = 0.3763 Eh
SMILES string = [H]/N=C(\C#N)NS
E_LUMO = 0.374 eV

Results of the natural (NBO) charge analysis, in e, for atoms 1 through 8:
1. H 0.37
2. N -0.62
3. C 0.34
4. C 0.20
5. N -0.26
6. N -0.77
7. S 0.23
8. H 0.41



The structure with the greatest stability is model b.